# 1
Molecular formula: C5H7N
Method: DFT, ωB97M-V with the def2-TZVPD basis set

Positions of all 13 atoms, in Å:
C: 2.24 -1.26 0.50
C: 1.11 -0.49 0.03
C: 0.22 0.00 -0.62
C: -0.97 0.73 -0.95
C: -2.07 0.53 0.02
N: -1.32 1.78 0.01
H: 2.24 -2.09 -0.20
H: 2.14 -1.68 1.51
H: 3.17 -0.67 0.45
H: -1.18 0.96 -1.99
H: -1.88 -0.19 0.81
H: -3.10 0.60 -0.32
H: -0.62 1.77 0.75

HOMO-LUMO gap = 9.875 eV
Molecular weight = 81.12 g/mol
SMILES = CC#C[C@H]1CN1
Charge = 0
Total energy = -249.363925 Ha
HOMO level = -9.0 eV

Atom charges from the natural (NBO) analysis, given in e for atoms 1 to 5:
1 C -0.68
2 C 0.00
3 C -0.04
4 C -0.17
5 C -0.24

# 2
Molecular formula: C5H7N
Method: DFT, ωB97M-V with the def2-TZVPD basis set

Positions of all 13 atoms, in Å:
C: 1.19 -0.49 0.79
C: 0.48 0.81 0.57
C: 0.94 -0.03 -0.58
N: -0.51 -0.78 -1.18
C: -1.57 -0.53 -0.20
C: -0.68 0.60 -0.36
H: 0.66 -1.39 1.10
H: 2.21 -0.40 1.16
H: 0.72 1.80 0.95
H: 1.59 0.28 -1.40
H: -1.61 -1.05 0.76
H: -2.55 -0.26 -0.59
H: -0.89 1.42 -1.03

HOMO-LUMO gap = 9.036 eV
Molecular weight = 81.12 g/mol
Charge = 0
Total energy = -249.260286 Ha
HOMO level = -7.9 eV

Atom charges from the natural (NBO) analysis, given in e for atoms 1 to 5:
1 C -0.42
2 C -0.33
3 C 0.00
4 N -0.47
5 C -0.29

# 3
Molecular formula: C5H7N
Method: DFT, ωB97M-V with the def2-TZVPD basis set

Positions of all 13 atoms, in Å:
C: -1.21 -0.75 1.48
C: -0.49 -0.29 0.45
C: -0.93 0.17 -0.84
N: 0.17 0.56 -1.53
C: 1.32 0.53 -0.87
C: 1.01 0.02 0.51
H: 1.04 0.74 1.34
H: -2.29 -0.80 1.43
H: -0.72 -1.14 2.37
H: -1.91 0.17 -1.28
H: 0.10 0.85 -2.50
H: 2.25 0.74 -1.38
H: 1.66 -0.81 0.81

HOMO-LUMO gap (spin up / spin down) = 7.079 / 7.050 eV
Molecular weight = 81.12 g/mol
Charge = 0
Total energy = -249.379019 Ha
HOMO level (spin up / spin down) = -6.2 / -6.1 eV

Atom charges from the natural (NBO) analysis, given in e for atoms 1 to 5:
1 C -0.49
2 C -0.02
3 C -0.21
4 N -0.38
5 C -0.11

# 4
Molecular formula: C5H7N
Method: DFT, ωB97M-V with the def2-TZVPD basis set

Positions of all 13 atoms, in Å:
C: -1.00 -0.52 -0.61
C: -1.07 -0.68 0.75
C: 0.16 -0.01 1.31
N: 1.43 -0.54 0.82
C: 0.90 0.63 0.16
C: 0.09 0.39 -1.10
H: -1.76 -0.96 -1.25
H: -2.00 -0.08 0.47
H: 0.20 0.36 2.33
H: 1.28 -1.38 0.26
H: 1.48 1.54 0.27
H: -0.35 1.32 -1.48
H: 0.64 -0.08 -1.91

HOMO-LUMO gap = 9.559 eV
Molecular weight = 81.12 g/mol
SMILES = C1=C[C@H]2N[C@H]2C1
Charge = 0
Total energy = -249.324514 Ha
HOMO level = -8.7 eV

Atom charges from the natural (NBO) analysis, given in e for atoms 1 to 5:
1 C -0.11
2 C -0.35
3 C -0.13
4 N -0.56
5 C -0.09

# 5
Molecular formula: C5H7N
Method: DFT, ωB97M-V with the def2-TZVPD basis set

Positions of all 13 atoms, in Å:
C: 1.02 -0.76 1.08
C: 0.00 0.82 -0.82
C: 0.53 -0.54 -0.33
C: -0.89 -0.44 -0.67
N: -1.72 0.24 0.37
C: -1.09 1.32 0.06
H: 2.02 -0.32 1.20
H: 1.07 -1.82 1.33
H: 0.50 1.36 -1.61
H: 1.09 -1.02 -1.14
H: -1.44 -0.91 -1.48
H: 0.32 -0.27 1.76
H: -1.41 2.34 0.25

HOMO-LUMO gap = 9.987 eV
Molecular weight = 81.12 g/mol
Charge = 0
Total energy = -249.360616 Ha
HOMO level = -8.9 eV

Atom charges from the natural (NBO) analysis, given in e for atoms 1 to 5:
1 C -0.62
2 C -0.37
3 C -0.18
4 C -0.04
5 N -0.43

# 6
Molecular formula: C5H7N
Method: DFT, ωB97M-V with the def2-TZVPD basis set

Positions of all 13 atoms, in Å:
C: 1.85 -0.46 0.00
C: 0.68 1.08 -0.04
C: -0.01 2.20 0.16
C: 0.40 -0.33 -0.53
C: -0.66 -1.04 0.28
N: 2.11 0.72 0.42
H: 2.50 -1.37 -0.07
H: 0.36 3.16 0.51
H: -1.02 1.99 0.08
H: 0.34 -0.36 -1.66
H: -0.68 -0.61 1.38
H: -0.74 -2.10 0.28
H: -1.60 -0.92 -0.21

HOMO-LUMO gap = 10.477 eV
Molecular weight = 81.12 g/mol
Charge = 0
Total energy = -249.366476 Ha
HOMO level = -9.5 eV

Atom charges from the natural (NBO) analysis, given in e for atoms 1 to 5:
1 C 0.12
2 C 0.18
3 C -0.45
4 C -0.35
5 C -0.63

# 7
Molecular formula: C5H7N
Method: DFT, ωB97M-V with the def2-TZVPD basis set

Positions of all 13 atoms, in Å:
C: 0.22 -1.68 0.01
C: 1.45 -1.19 -0.15
C: 1.97 -0.16 0.70
N: 2.40 0.69 1.36
H: -0.16 -2.45 -0.67
H: -0.44 -1.33 0.79
H: 2.10 -1.53 -0.94
C: -1.74 0.99 0.16
C: -0.77 1.57 -0.53
H: -2.62 0.57 -0.32
H: -1.70 0.90 1.25
H: 0.12 1.97 -0.04
H: -0.81 1.65 -1.61

HOMO-LUMO gap = 10.485 eV
Molecular weight = 81.12 g/mol
SMILES = C=CC#N.C=C
Charge = 0
Total energy = -249.398366 Ha
HOMO level = -10.1 eV

Atom charges from the natural (NBO) analysis, given in e for atoms 1 to 5:
1 C -0.27
2 C -0.33
3 C 0.26
4 N -0.31
5 H 0.21

# 8
Molecular formula: C5H7N
Method: DFT, ωB97M-V with the def2-TZVPD basis set

Positions of all 13 atoms, in Å:
C: -1.35 -1.26 0.74
C: 0.03 -0.40 0.07
C: -0.15 0.85 -0.32
N: 0.98 1.66 -0.61
C: 2.18 1.15 -0.82
C: 0.38 -1.55 0.61
H: -1.59 -0.84 1.71
H: -2.00 -0.85 -0.05
H: -1.54 -2.33 0.72
H: -1.14 1.29 -0.47
H: 0.77 2.66 -0.60
H: 2.85 2.03 -0.95
H: 0.58 -2.40 -0.05

HOMO-LUMO gap = 8.526 eV
Molecular weight = 81.12 g/mol
Charge = 0
Total energy = -249.215342 Ha
HOMO level = -7.8 eV

Atom charges from the natural (NBO) analysis, given in e for atoms 1 to 5:
1 C -0.59
2 C 0.14
3 C -0.24
4 N -0.54
5 C -0.12